Entry 1:
2 unconnected molecules or ions with the total composition C9H17N2O2 at a distorted geometry. Source: the OMol25 dataset; level of theory: ωB97M-V/def2-TZVPD.

```
30
Properties=species:S:1:pos:R:3:forces:R:3
C -0.7899 0.7104 -0.1465 1.111 1.609 2.006
C 1.8567 -0.5765 0.4868 0.374 1.045 1.971
C 0.6614 2.5603 -0.6721 -1.567 1.304 0.306
C 1.4975 0.6401 1.2260 -3.054 -2.509 1.197
C -1.8750 -0.8673 1.5932 -0.211 -0.535 -1.394
C -1.4468 -1.3792 -0.8116 1.879 0.314 1.677
C -3.1951 0.3391 -0.1894 -1.416 1.695 -1.416
C 3.1168 -1.5265 -1.1734 -0.302 -2.058 -1.895
C -1.8204 -0.2014 0.1460 -1.908 -3.748 1.027
N -0.4087 1.7674 -0.5135 1.274 -0.158 -0.700
N 1.8432 1.7868 0.7679 -1.037 2.075 0.796
O 1.6374 -1.6511 0.9472 -0.730 -1.334 0.155
O 2.5980 -0.2980 -0.5640 0.577 -1.359 -1.534
H 1.1933 2.5227 -1.5952 0.198 -0.189 -0.640
H 0.5459 3.5621 -0.2344 -0.033 -0.373 -0.373
H 0.8674 0.5075 2.1239 0.651 0.298 -0.609
H -0.8744 -1.3019 1.8071 -0.732 0.425 0.328
H -2.2416 -0.0946 2.2778 0.246 -0.555 0.283
H -2.6307 -1.7535 1.4881 1.316 1.791 0.356
H -1.1194 -0.9646 -1.7031 0.597 0.504 -2.098
H -2.0973 -2.1543 -1.0219 -2.411 -0.913 -0.164
H -0.6211 -1.9704 -0.3904 0.237 0.594 0.059
H -3.9893 -0.4624 -0.1546 0.998 0.909 -0.062
H -3.0908 0.7638 -1.2113 -0.526 -0.742 0.077
H -3.5847 1.2876 0.3047 0.809 -1.439 0.345
H 4.1407 -1.3570 -1.4581 0.488 0.339 0.440
H 2.6518 -1.7555 -2.2351 0.172 0.639 2.409
H 3.0411 -2.4691 -0.4900 -0.039 2.152 -1.238
H 2.5593 1.7002 0.1113 1.803 0.858 -1.091
H 1.5747 2.6353 1.2845 1.238 -0.640 -0.219
```
Forces are in eV/Å.

The frontier orbital gap is 8.665 eV. The largest force on an atom comes out at 0.084 hartree/bohr. The calculation puts the energy above the lowest of the compared OMol25 structures with the same formula, charge and spin at 106.8 kcal/mol. The net charge is +1.

Mulliken atomic charges, in units of e: atom 1 (C): -0.02, atom 2 (C): 0.95, atom 3 (C): -0.65, atom 4 (C): -0.57, atom 5 (C): -1.42, atom 6 (C): -1.73, atom 7 (C): -1.42, atom 8 (C): -0.71, atom 9 (C): 1.49, atom 10 (N): 0.01, atom 11 (N): -0.16, atom 12 (O): -0.55, atom 13 (O): -0.40, atom 14 (H): 0.36, atom 15 (H): 0.41, atom 16 (H): 0.36, atom 17 (H): 0.34, atom 18 (H): 0.37, atom 19 (H): 0.39, atom 20 (H): 0.51, atom 21 (H): 0.50, atom 22 (H): 0.32, atom 23 (H): 0.33, atom 24 (H): 0.38, atom 25 (H): 0.35, atom 26 (H): 0.31, atom 27 (H): 0.25, atom 28 (H): 0.31, atom 29 (H): 0.28, atom 30 (H): 0.39

---

Entry 2:
A gas-phase ion, C9H17N2O2 (charge +1) at a distorted geometry. Source: the OMol25 dataset; level of theory: ωB97M-V/def2-TZVPD.

```
30
Properties=species:S:1:pos:R:3:forces:R:3
C 2.5662 -2.3197 0.1502 -2.419 1.265 -0.455
C 1.8710 -1.0748 -0.2728 -0.503 0.508 -0.321
N 2.5260 0.0633 -0.3765 -0.433 -0.141 -0.205
C 2.0078 1.3734 0.0926 -0.179 -0.388 -1.043
C 0.6298 1.3368 0.7431 1.572 0.580 -1.595
C -0.4973 1.4095 -0.2589 2.066 1.568 -0.849
N -1.6104 0.5526 -0.1193 -0.920 -0.038 0.580
C -2.4201 0.5860 -1.3363 -1.356 0.088 0.514
C -2.3875 0.9220 1.0373 -4.135 0.226 -0.579
O 0.5742 -0.9934 -0.4678 2.431 -0.569 0.150
C -0.2738 -2.0164 -0.0579 2.609 -1.149 -0.515
C -1.5057 -1.6899 0.1372 -2.028 -0.405 0.875
O -2.5322 -2.1213 0.4548 -1.433 0.780 0.055
H 2.3244 -3.1160 -0.4744 -1.162 -1.705 -0.666
H 3.5462 -2.2147 -0.0667 3.502 0.644 0.118
H 2.3287 -2.4594 1.1863 0.053 -0.412 0.595
H 3.5347 0.1007 -0.4896 -0.283 -0.754 0.173
H 1.8802 2.0728 -0.7375 0.777 0.026 -0.059
H 2.8552 1.6078 0.7421 -0.664 0.941 0.234
H 0.7733 2.1657 1.3689 -0.918 1.276 1.228
H 0.5666 0.4893 1.2911 -0.382 -2.506 2.258
H -0.6321 2.4909 -0.3671 -1.404 0.126 0.142
H -0.1250 1.1818 -1.2312 0.759 -0.355 -0.787
H -1.8666 0.2423 -2.1525 1.096 -1.231 -1.104
H -3.2343 -0.0854 -1.0827 -0.370 0.019 -0.679
H -2.8089 1.5271 -1.7848 0.102 0.131 1.360
H -3.3657 0.3119 1.1582 1.603 0.671 -0.696
H -1.9576 0.7888 1.9752 1.556 -0.128 1.365
H -2.7560 1.9684 0.9361 0.357 -0.435 0.149
H -0.0112 -3.1001 0.0030 0.109 1.365 -0.243
```
Forces are in eV/Å.

The frontier orbital gap is 8.795 eV. The largest force on an atom comes out at 0.081 hartree/bohr. The calculation puts the energy above the lowest of the compared OMol25 structures with the same formula, charge and spin at 91.8 kcal/mol. The net charge is +1. As for the structure (SMILES): C/C(=[NH+]/CCCN(C)C)OC=C=O.

Mulliken atomic charges, in units of e: atom 1 (C): -1.58, atom 2 (C): 0.91, atom 3 (N): -0.18, atom 4 (C): -0.79, atom 5 (C): -1.12, atom 6 (C): -1.17, atom 7 (N): 0.40, atom 8 (C): -1.15, atom 9 (C): -1.14, atom 10 (O): -0.16, atom 11 (C): -0.32, atom 12 (C): 0.42, atom 13 (O): -0.41, atom 14 (H): 0.45, atom 15 (H): 0.53, atom 16 (H): 0.34, atom 17 (H): 0.30, atom 18 (H): 0.34, atom 19 (H): 0.44, atom 20 (H): 0.64, atom 21 (H): 0.57, atom 22 (H): 0.40, atom 23 (H): 0.62, atom 24 (H): 0.40, atom 25 (H): 0.43, atom 26 (H): 0.31, atom 27 (H): 0.34, atom 28 (H): 0.42, atom 29 (H): 0.38, atom 30 (H): 0.39

---

Taking the records one at a time from the top gives E_HOMO values of -0.451; -0.451 Ha.